2 unconnected molecules or ions with the total composition C6H13N2O4P at a distorted geometry, computed with wB97M-V/def2-TZVPD.

Results
Strongest force on any atom = 5.16 eV Å⁻¹
ΔE to the lowest compared entry with this formula, charge and spin = 94.14 kJ/mol
Charge = +2
Lowest unoccupied orbital energy = -8.8 eV

Bonds (Å) are listed after each position.
Cartesian coordinates (Å):
1 C 1.06556 1.99766 -0.04271  N7 1.178, O9 1.178
2 C 1.67106 -1.36184 -1.37668  C3 1.494, C4 1.439, H14 1.084, H15 1.066
3 C 0.85310 -0.88122 -2.53068  C2 1.494, C5 1.526, H16 1.110, H17 1.107
4 C 0.90136 -0.91193 -0.24756  C2 1.439, N8 1.342, H19 1.040
5 C -0.48673 -0.39708 -1.98399  C3 1.526, N8 1.498, H20 1.029, H21 1.035
6 C -0.09937 0.21786 3.24191  O12 1.373, H22 1.159, H23 1.170, H24 1.131
7 N 0.17590 2.63781 -0.47435  C1 1.178, H25 1.012
8 N -0.21878 -0.22595 -0.52032  C4 1.342, C5 1.498, P13 1.728
9 O 1.87511 1.19851 0.26210  C1 1.178
10 O -1.94655 -1.35060 0.96881  P13 1.575, H18 1.024
11 O -2.45286 0.93662 0.28942  P13 1.543, H26 0.975
12 O -0.54418 0.63843 2.01311  C6 1.373, P13 1.527
13 P -1.28622 0.06962 0.80607  N8 1.728, O10 1.575, O11 1.543, O12 1.527
14 H 1.73013 -2.44259 -1.43758  C2 1.084
15 H 2.66686 -1.01932 -1.21095  C2 1.066
16 H 1.43238 -0.18961 -3.17699  C3 1.110
17 H 0.62409 -1.77222 -3.14691  C3 1.107
18 H -2.84443 -1.67807 1.33652  O10 1.024
19 H 1.43789 -0.74995 0.62896  C4 1.040
20 H -0.90661 0.51287 -2.21699  C5 1.029
21 H -1.29392 -1.03547 -2.09093  C5 1.035
22 H -0.20352 -0.92321 3.41921  C6 1.159
23 H -0.54832 0.94221 4.04414  C6 1.170
24 H 1.02189 0.36409 3.26089  C6 1.131
25 H -0.09443 3.61113 -0.52657  N7 1.012
26 H -2.52940 1.81226 0.71205  O11 0.975

These are the Mulliken partial charges, in e, on atoms 1 to 6: 0.65 -0.64 -0.54 -0.17 -0.72 -0.65